No. 1
Formula: C24H26BF5N8OS2V
Source: the Open Molecules 2025 dataset
Level of theory: ωB97M-V with the def2-TZVPD basis set

```
68
C24H26BF5N8OS2V ωB97M-V with the def2-TZVPD basis set
V 0.67 1.06 -1.44
C -1.03 -0.17 -5.02
C -0.35 0.74 -4.22
N -0.36 0.34 -2.95
N -1.08 -0.81 -2.90
C -1.46 -1.15 -4.15
B -1.09 -1.43 -1.45
N -1.65 -0.26 -0.59
C -2.89 -0.09 -0.07
C -3.03 1.22 0.34
C -1.81 1.82 0.00
N -1.01 0.92 -0.55
N 0.40 -1.77 -1.26
C 1.05 -2.95 -1.42
C 2.39 -2.69 -1.58
C 2.49 -1.30 -1.53
N 1.29 -0.76 -1.36
N -2.02 -2.64 -1.15
C -2.92 -3.08 -2.03
C -3.83 -3.93 -1.44
C -3.44 -3.99 -0.13
N -2.36 -3.21 0.08
H -1.18 -0.13 -6.08
H 0.14 1.66 -4.50
H -1.99 -2.05 -4.38
H -3.61 -0.89 -0.01
H -3.89 1.67 0.79
H -1.51 2.85 0.13
H 0.54 -3.89 -1.40
H 3.18 -3.41 -1.72
H 3.38 -0.68 -1.62
H -2.89 -2.75 -3.05
H -4.65 -4.43 -1.90
H -3.90 -4.56 0.66
C 5.44 4.87 -0.28
C 4.06 4.32 0.09
C 3.91 2.92 -0.49
S 2.42 2.01 -0.01
O 1.26 2.76 -0.66
C 2.29 2.30 1.78
C 1.37 3.45 2.16
C 1.18 3.45 3.68
H 5.56 5.87 0.14
H 5.56 4.93 -1.36
H 6.22 4.24 0.13
H 3.28 4.97 -0.30
H 3.97 4.30 1.18
H 4.74 2.28 -0.17
H 3.89 2.95 -1.58
H 3.31 2.43 2.15
H 1.89 1.37 2.19
H 0.40 3.32 1.68
H 1.78 4.40 1.84
H 0.68 2.54 4.01
H 0.59 4.31 3.98
H 2.15 3.52 4.19
F -4.01 -4.92 3.75
C -3.25 -4.01 3.18
C -2.41 -4.34 2.20
F -2.29 -5.58 1.75
C -1.62 -3.32 1.43
F -0.42 -3.85 1.11
C -1.41 -2.07 2.28
S 0.03 -1.29 2.31
C -2.39 -1.76 3.29
F -2.29 -0.59 3.89
C -3.31 -2.66 3.70
F -4.16 -2.39 4.65
```

The spin multiplicity is 4. For the HOMO energy (alpha / beta), the calculation gives -12.47 / -14.49 eV. As for the total charge: +2. The frontier orbital gap (alpha / beta) is 5.06 / 7.08 eV.

=====

No. 2
Formula: C24H26Cl2N2O4S
Source: the Open Molecules 2025 dataset
Level of theory: ωB97M-V with the def2-TZVPD basis set

```
59
C24H26Cl2N2O4S ωB97M-V with the def2-TZVPD basis set
C -1.33 4.64 -1.73
H -2.13 5.33 -1.47
H -1.41 4.40 -2.79
H -0.38 5.14 -1.55
C -1.42 3.36 -0.89
N -2.65 2.66 -1.23
C -2.58 1.25 -1.48
H -3.53 0.95 -1.92
H -1.79 1.07 -2.23
C -2.31 0.31 -0.28
N -0.93 0.33 0.14
C -0.56 0.45 1.43
O -1.35 0.54 2.36
C 0.90 0.46 1.63
C 1.65 0.52 2.77
C 2.99 0.41 2.38
C 2.99 0.28 1.01
C 4.04 -0.06 0.05
H 5.02 0.30 0.35
H 3.80 0.23 -0.96
S 4.18 -1.92 0.10
O 5.01 -2.25 1.21
O 4.59 -2.42 -1.19
C 2.46 -2.44 0.41
C 2.01 -2.90 1.64
C 0.67 -3.25 1.82
C -0.22 -3.14 0.77
C 0.21 -2.67 -0.46
C 1.54 -2.31 -0.62
Cl 2.02 -1.64 -2.13
H -0.48 -2.56 -1.28
H -1.25 -3.41 0.92
H 0.35 -3.60 2.79
Cl 3.06 -3.04 2.98
O 1.72 0.32 0.55
H 3.86 0.41 3.01
H 1.26 0.64 3.77
H -0.22 0.23 -0.57
H -2.59 -0.71 -0.57
H -2.91 0.60 0.58
C -3.85 3.09 -0.54
C -5.08 2.80 -1.37
C -5.13 3.23 -2.69
C -6.25 2.99 -3.46
C -7.33 2.31 -2.92
C -7.29 1.88 -1.61
C -6.16 2.12 -0.84
H -6.13 1.78 0.19
H -8.13 1.35 -1.19
H -8.21 2.12 -3.53
H -6.28 3.32 -4.49
H -4.28 3.75 -3.10
H -3.96 2.62 0.45
H -3.78 4.17 -0.39
C -1.24 3.68 0.59
H -1.45 2.82 1.22
H -0.21 3.99 0.78
H -1.89 4.50 0.90
H -0.60 2.70 -1.20
```

Its structure (SMILES) is CC(C)N(CCNC(=O)c1ccc(CS(=O)(=O)c2c(Cl)cccc2Cl)o1)Cc1ccccc1. The spin multiplicity is 1. For the HOMO energy, the calculation gives -8.29 eV. As for the total charge: 0. The frontier orbital gap is 8.35 eV.

=====

No. 3
Formula: C24H26Cl2N6O
Source: the Open Molecules 2025 dataset
Level of theory: ωB97M-V with the def2-TZVPD basis set

```
59
C24H26Cl2N6O ωB97M-V with the def2-TZVPD basis set
C -0.12 -3.09 -0.20
C -1.63 -2.89 -0.07
O -1.91 -1.52 -0.21
C -3.28 -1.18 -0.07
C -3.67 -0.82 1.38
N -3.22 0.46 1.90
C -1.78 0.64 1.98
C -1.33 1.98 1.38
N -1.97 2.22 0.10
C -1.53 1.57 -1.01
N -2.30 1.11 -1.96
N -1.52 0.53 -2.90
C -0.30 0.65 -2.53
N -0.21 1.34 -1.33
C 0.98 1.87 -0.83
C 1.03 3.20 -0.41
C 2.21 3.75 0.05
C 3.35 2.97 0.08
C 3.33 1.65 -0.33
C 2.14 1.09 -0.80
C 2.15 -0.32 -1.25
N 1.63 -0.75 -2.33
C 0.93 0.14 -3.21
H 0.64 -0.41 -4.10
H 1.56 1.00 -3.49
C 2.89 -1.29 -0.42
C 3.66 -2.26 -1.05
C 4.39 -3.18 -0.31
C 4.34 -3.15 1.07
C 3.56 -2.21 1.72
C 2.83 -1.29 0.98
Cl 1.81 -0.19 1.83
H 3.49 -2.19 2.79
H 4.91 -3.86 1.65
H 4.99 -3.92 -0.82
H 3.68 -2.27 -2.12
H 4.23 1.05 -0.30
Cl 4.84 3.65 0.65
H 2.24 4.78 0.37
H 0.13 3.79 -0.45
C -3.42 2.34 0.23
H -3.87 1.92 -0.67
C -3.94 1.64 1.50
H -3.89 2.35 2.34
H -4.99 1.39 1.36
H -3.67 3.41 0.27
H -0.25 1.98 1.28
H -1.61 2.81 2.04
H -1.47 0.60 3.03
H -1.28 -0.16 1.44
H -4.76 -0.84 1.46
H -3.26 -1.58 2.05
H -3.45 -0.33 -0.73
H -3.91 -2.01 -0.40
H -1.97 -3.26 0.91
H -2.15 -3.45 -0.86
H 0.12 -4.15 -0.18
H 0.23 -2.65 -1.13
H 0.39 -2.60 0.62
```

Its structure (SMILES) is CCOCCN1CCN(c2nnc3n2-c2ccc(Cl)cc2C(c2ccccc2Cl)=NC3)CC1. The spin multiplicity is 1. For the HOMO energy, the calculation gives -7.65 eV. As for the total charge: 0. The frontier orbital gap is 7.67 eV.

=====

No. 4
Formula: C24H26ClN4O4PSeV
Source: the Open Molecules 2025 dataset
Level of theory: ωB97M-V with the def2-TZVPD basis set

```
62
C24H26ClN4O4PSeV ωB97M-V with the def2-TZVPD basis set
V 0.33 0.31 1.43
Cl -2.12 0.12 1.78
C -2.65 1.69 1.11
C -3.71 2.32 1.71
C -4.08 3.57 1.22
C -3.40 4.13 0.15
C -2.33 3.45 -0.43
C -1.94 2.21 0.04
P -0.52 1.22 -0.61
C -1.39 0.19 -1.85
C -0.68 -0.89 -2.39
C -1.27 -1.74 -3.31
C -2.59 -1.53 -3.70
C -3.30 -0.46 -3.18
C -2.70 0.40 -2.26
C 0.39 2.43 -1.60
C 0.34 2.48 -2.99
C 1.07 3.44 -3.68
C 1.85 4.35 -2.99
C 1.91 4.30 -1.60
C 1.20 3.34 -0.91
H -4.21 1.88 2.56
H -4.90 4.10 1.69
H -3.69 5.10 -0.22
H -1.79 3.90 -1.26
H 0.35 -1.03 -2.11
H -0.71 -2.57 -3.72
H -3.06 -2.20 -4.40
H -4.32 -0.29 -3.48
H -3.27 1.23 -1.87
H -0.27 1.78 -3.54
H 1.03 3.47 -4.76
H 2.42 5.10 -3.53
H 2.53 5.00 -1.06
H 1.27 3.28 0.17
O 1.80 1.41 1.63
Se 1.78 1.42 3.39
O 3.20 0.87 3.94
O 0.56 0.22 3.46
O 1.24 2.87 3.86
C 0.54 -2.86 0.26
N 0.88 -1.90 1.33
C 2.38 -1.73 1.32
N 3.08 -2.99 1.48
C 2.68 -3.89 0.40
N 1.23 -4.14 0.41
C 0.88 -4.71 1.72
N 1.24 -3.82 2.82
C 0.55 -2.56 2.64
C 2.69 -3.57 2.76
H 0.82 -2.43 -0.69
H -0.54 -3.03 0.27
H 2.67 -1.05 2.12
H 2.66 -1.28 0.36
H 3.20 -4.84 0.52
H 2.96 -3.45 -0.56
H 1.41 -5.66 1.83
H -0.19 -4.90 1.75
H 0.80 -1.87 3.45
H -0.53 -2.75 2.65
H 3.22 -4.52 2.90
H 2.97 -2.89 3.56
```

The spin multiplicity is 2. For the HOMO energy (alpha / beta), the calculation gives -7.63 / -6.76 eV. As for the total charge: 0. The frontier orbital gap (alpha / beta) is 7.81 / 6.97 eV.

=====

What did we get for energy relative to the best compared isomer or geometry (same formula, charge and spin)? Answer: 3.755; 0.093; 0.281; 0.000 eV, in the order shown.